No. 1
{"formula": "C12H30FO15P3", "method": "ωB97M-V/def2-TZVPD", "smiles": "O=C1OC[C@@H](F)O1.COP(=O)(OC)OC.COP(=O)(OC)OC.COP(=O)(OC)OC", "de_lowest_kcal_mol": 11.05, "total_energy_ev": -74230.7139, "max_force_ha_per_bohr": 0.0973, "gap_ev": 10.578, "species": ["O", "C", "O", "C", "C", "F", "O", "H", "H", "H", "C", "O", "P", "O", "O", "C", "O", "C", "H", "H", "H", "H", "H", "H", "H", "H", "H", "C", "O", "P", "O", "O", "C", "O", "C", "H", "H", "H", "H", "H", "H", "H", "H", "H", "C", "O", "P", "O", "O", "C", "O", "C", "H", "H", "H", "H", "H", "H", "H", "H", "H"], "coordinates": [[-16.0216, 14.1404, -13.2311], [-16.6820, 15.1894, -13.1032], [-17.9744, 15.2962, -13.5851], [-18.5736, 16.5730, -13.1269], [-17.2618, 17.2832, -12.8467], [-17.6030, 18.0058, -11.7450], [-16.2517, 16.3740, -12.6737], [-19.0632, 17.0368, -13.9832], [-19.3970, 16.4132, -12.4307], [-16.8867, 18.0092, -13.5680], [-12.7357, 20.8414, -10.3840], [-12.9929, 19.4747, -10.7579], [-12.7896, 19.0887, -12.3290], [-11.4370, 19.5300, -12.8565], [-13.1726, 17.4854, -12.3556], [-12.8611, 16.6830, -13.5048], [-14.0783, 19.7060, -13.0940], [-13.9993, 20.4370, -14.3481], [-11.7301, 21.0602, -10.7433], [-12.7213, 21.0187, -9.3086], [-13.5772, 21.4027, -10.7900], [-12.6060, 15.6629, -13.2178], [-12.0259, 17.0720, -14.0872], [-13.6988, 16.5846, -14.1953], [-14.9598, 20.2944, -14.8434], [-13.2251, 19.9593, -14.9484], [-13.9920, 21.5239, -14.2657], [-12.4397, 18.6520, -18.8964], [-13.7902, 18.6147, -18.7862], [-14.5667, 17.2106, -18.9541], [-14.2579, 16.4511, -20.1970], [-14.2836, 16.5954, -17.4370], [-14.5357, 15.2180, -17.2117], [-16.1658, 17.7255, -18.8254], [-16.7254, 18.4496, -17.7489], [-11.9429, 18.9859, -17.9855], [-12.0996, 19.2367, -19.7511], [-12.0465, 17.6663, -19.1452], [-15.2711, 14.8112, -17.9058], [-14.9037, 15.0638, -16.1974], [-13.5150, 14.8496, -17.3151], [-15.9860, 19.0157, -17.1825], [-17.1372, 17.8567, -16.9322], [-17.4944, 19.1690, -18.0303], [-11.5872, 10.9803, -10.1215], [-12.0318, 11.3923, -11.3534], [-13.5651, 11.8716, -11.6735], [-14.5926, 11.0313, -11.0487], [-13.4400, 13.3470, -11.1103], [-14.3021, 14.1564, -10.3606], [-13.7243, 12.2373, -13.2806], [-12.5320, 12.4056, -13.9040], [-10.7555, 10.2860, -10.2412], [-12.3020, 10.4966, -9.4557], [-11.1926, 11.8866, -9.6622], [-15.1580, 13.6518, -9.9124], [-14.6925, 14.9823, -10.9552], [-13.8316, 14.5578, -9.4630], [-12.3342, 11.5565, -14.5582], [-11.7389, 12.6991, -13.2162], [-12.5126, 13.3737, -14.4044]]}

---

No. 2
{"formula": "C12H30HgN4O6", "method": "ωB97M-V/def2-TZVPD", "de_lowest_kcal_mol": 0.00, "total_energy_ev": -35346.7819, "max_force_ha_per_bohr": 0.0852, "gap_ev": 7.047, "species": ["Hg", "O", "H", "O", "H", "C", "O", "N", "C", "C", "H", "H", "H", "H", "H", "H", "H", "C", "O", "N", "C", "C", "H", "H", "H", "H", "H", "H", "H", "C", "O", "N", "C", "C", "H", "H", "H", "H", "H", "H", "H", "C", "O", "N", "C", "C", "H", "H", "H", "H", "H", "H", "H"], "coordinates": [[0.1587, -0.0473, 1.5592], [-1.5343, 1.3459, 1.9719], [-1.9644, 1.7913, 2.7277], [0.0293, -1.7329, 3.0000], [-0.3060, -1.7868, 3.9161], [-2.5626, -1.2279, 0.1533], [-1.3381, -1.3016, 0.1280], [-3.2427, -1.6281, -0.9291], [-2.6232, -1.9738, -2.1766], [-4.6566, -1.6283, -0.8478], [-3.2136, -0.9614, 1.0002], [-2.6269, -3.0607, -2.2590], [-1.5644, -1.7200, -2.1246], [-3.0360, -1.5065, -3.0706], [-5.1041, -2.4849, -1.3519], [-5.0818, -1.3858, 0.1261], [-5.0240, -0.7842, -1.4315], [2.4017, 2.1332, 3.4176], [1.6111, 1.4491, 2.7052], [2.7084, 3.4483, 3.2207], [3.5726, 4.3136, 4.0483], [2.0601, 4.1520, 2.1203], [2.8641, 1.7060, 4.3209], [4.4049, 4.6387, 3.4240], [4.0355, 3.8495, 4.9192], [3.1041, 5.1058, 4.6323], [0.9806, 4.2561, 2.2293], [2.4672, 5.1126, 1.8047], [2.1681, 3.5364, 1.2273], [-0.7322, 1.6036, -0.9857], [0.3310, 1.4030, -0.3505], [-0.9926, 1.1564, -2.2439], [-2.2503, 1.5576, -3.0010], [-0.0506, 0.3473, -3.0271], [-1.6108, 2.1234, -0.5734], [-1.9349, 2.0529, -3.9194], [-2.8315, 2.2459, -2.3873], [-2.8730, 0.7235, -3.3245], [-0.3884, -0.6214, -3.3951], [0.2093, 0.9830, -3.8735], [0.9167, 0.2293, -2.5387], [2.4364, -2.4070, 0.5371], [2.0342, -1.2381, 0.7687], [2.0778, -3.0057, -0.6141], [2.5700, -4.3318, -0.9457], [1.0009, -2.4469, -1.5005], [3.1327, -2.9777, 1.1710], [1.6754, -4.9404, -1.0772], [3.1729, -4.7542, -0.1418], [3.1657, -4.1854, -1.8467], [1.2157, -2.8289, -2.4985], [0.0497, -2.9355, -1.2893], [0.9882, -1.3613, -1.4041]]}

---

No. 3
{"formula": "C12H30KO8P2", "method": "ωB97M-V/def2-TZVPD", "de_lowest_kcal_mol": 101.43, "total_energy_ev": -64210.9320, "total_charge": 1, "max_force_ha_per_bohr": 0.0931, "gap_ev": 7.924, "species": ["K", "C", "C", "O", "P", "O", "O", "C", "C", "O", "C", "C", "H", "H", "H", "H", "H", "H", "H", "H", "H", "H", "H", "H", "H", "H", "H", "C", "C", "O", "P", "O", "O", "C", "C", "O", "C", "C", "H", "H", "H", "H", "H", "H", "H", "H", "H", "H", "H", "H", "H", "H", "H"], "coordinates": [[3.2358, 8.9085, -17.0976], [1.9308, 2.9316, -10.3561], [2.7512, 4.0590, -10.8271], [4.0651, 3.6546, -11.1524], [5.2522, 4.7028, -11.3046], [5.2642, 5.4608, -12.5558], [6.6354, 3.7807, -11.0917], [6.9358, 2.7984, -12.0011], [7.5874, 3.2975, -13.2974], [5.0927, 5.7378, -9.9930], [5.2483, 5.2189, -8.6730], [6.7680, 5.1602, -8.4490], [1.6674, 2.2993, -11.2040], [2.3637, 2.3674, -9.5300], [0.9981, 3.3822, -10.0170], [2.1814, 4.5034, -11.6432], [2.7386, 4.6333, -9.9007], [7.7175, 2.2105, -11.5200], [6.0806, 2.1956, -12.3067], [7.6251, 2.3651, -13.8607], [6.9863, 4.0004, -13.8741], [8.5828, 3.7274, -13.1864], [4.7352, 5.9251, -8.0202], [4.8200, 4.2169, -8.7014], [7.0201, 5.1374, -7.3888], [7.1412, 4.1913, -8.7806], [7.4074, 5.9218, -8.8956], [-0.5294, 14.6752, -10.4238], [0.4588, 13.7473, -11.2323], [1.7305, 14.2883, -10.7854], [3.0907, 14.2960, -11.6528], [3.1492, 13.0873, -12.5279], [3.0848, 15.7972, -12.3273], [2.8084, 16.8720, -11.4506], [3.9066, 17.3510, -10.4898], [4.3542, 14.3513, -10.5968], [5.1567, 13.1551, -10.3219], [6.5454, 13.6082, -9.9171], [-0.0693, 15.6528, -10.2804], [-1.4521, 14.8049, -10.9894], [-0.9691, 14.2268, -9.5329], [0.3562, 12.6852, -11.0101], [0.1053, 13.9339, -12.2464], [2.5783, 17.6154, -12.2139], [1.8341, 16.8424, -10.9628], [3.6748, 18.3308, -10.0722], [4.2426, 16.6426, -9.7326], [4.8149, 17.5778, -11.0482], [4.7785, 12.6498, -9.4332], [5.2437, 12.2729, -10.9561], [7.2366, 12.9551, -9.3843], [7.1918, 13.6955, -10.7904], [6.5153, 14.5667, -9.3989]]}

---

No. 4
{"formula": "C12H30N2Na7O8P", "method": "ωB97M-V/def2-TZVPD", "de_lowest_kcal_mol": 918.84, "total_energy_ev": -72416.4367, "total_charge": 4, "max_force_ha_per_bohr": 0.3536, "gap_ev": 3.255, "species": ["Na", "Na", "Na", "Na", "Na", "Na", "Na", "P", "O", "O", "O", "O", "C", "O", "C", "C", "N", "C", "C", "O", "C", "H", "H", "H", "H", "H", "H", "H", "H", "H", "H", "H", "H", "H", "H", "H", "C", "O", "C", "C", "N", "C", "C", "O", "C", "H", "H", "H", "H", "H", "H", "H", "H", "H", "H", "H", "H", "H", "H", "H"], "coordinates": [[2.6242, -1.3621, -0.1177], [4.0113, 1.1717, 1.3450], [0.9996, 1.3513, -1.3079], [1.4391, 1.0132, 2.0510], [2.5406, 2.8652, 0.7308], [3.7257, 0.9500, -1.6617], [2.9605, -0.4273, 2.7843], [2.2556, 0.8270, 0.0611], [2.0713, -0.0112, -1.2100], [3.4899, 1.7409, -0.1559], [2.6364, -0.1807, 1.2172], [1.0105, 1.6760, 0.4459], [2.3016, -3.6836, -1.0805], [1.5201, -2.6657, -0.3495], [0.1199, -2.6398, -0.2373], [-0.4957, -1.2050, -0.3569], [0.1735, -0.3511, -1.3534], [0.3436, -0.8591, -2.7999], [0.8949, 0.3158, -3.6125], [-0.0969, 1.1913, -4.1886], [0.3489, 2.1994, -5.1325], [2.3513, -4.6035, -0.4980], [3.2370, -3.1451, -1.2330], [1.8575, -3.8755, -2.0573], [-0.1642, -3.2110, 0.6465], [-0.2423, -3.3133, -1.0141], [-0.4252, -0.7099, 0.6117], [-1.5682, -1.2672, -0.5410], [1.1430, -0.3339, -1.0709], [-0.5728, -1.2266, -3.2616], [1.0490, -1.6824, -2.6874], [1.3943, -0.1245, -4.4756], [1.6592, 0.8421, -3.0407], [1.0555, 2.8734, -4.6481], [-0.5039, 2.7443, -5.5375], [0.8811, 1.7634, -5.9779], [-3.6952, 2.8148, 1.8398], [-3.3930, 1.7259, 2.7081], [-2.3059, 2.0782, 3.6360], [-1.2548, 0.9956, 3.9138], [-0.3281, 0.8187, 2.7776], [-0.7969, 0.9714, 1.3924], [-1.6657, -0.2879, 1.0300], [-0.9631, -1.5655, 1.2512], [-1.5700, -2.8048, 0.8998], [-4.7164, 2.6554, 1.4937], [-3.1065, 3.1081, 0.9706], [-3.7987, 3.7826, 2.3305], [-2.8675, 2.3791, 4.5204], [-1.7607, 2.9260, 3.2212], [-1.7936, 0.0883, 4.1869], [-0.6720, 1.2069, 4.8103], [-0.0819, -0.1607, 2.7626], [-0.0168, 1.0394, 0.6341], [-1.4619, 1.8328, 1.3293], [-1.9968, -0.2068, -0.0053], [-2.6071, -0.4112, 1.5654], [-2.1006, -2.8599, -0.0507], [-2.2689, -3.1940, 1.6402], [-0.8039, -3.5790, 0.8566]]}